Record 1
Molecular formula: C4H15N2O3
Method: DFT, the ωB97M-V functional and the def2-TZVPD basis

```
! wB97M-V def2-TZVPD RIJCOSX def2/J DEFGRID3
* xyz 1 1
O -1.242 -1.461 0.469
C -0.111 -1.058 0.149
N 0.862 -1.756 -0.403
C -0.007 0.415 0.614
N -1.309 0.841 1.164
C -1.691 2.227 0.896
C 1.088 0.309 1.744
H 0.691 -2.752 -0.555
H 1.813 -1.466 -0.512
H 0.486 1.076 -0.105
H -1.991 0.162 0.730
H -1.338 0.742 2.173
H -0.910 2.960 1.361
H -1.844 2.505 -0.149
H -2.577 2.528 1.428
H 1.193 0.953 2.627
H 1.258 -0.658 2.243
H 2.070 0.578 1.253
H 1.555 0.657 -2.018
H 3.161 0.621 -1.905
O 2.325 0.294 -1.575
H 0.100 -1.035 -2.697
H -1.359 -0.401 -2.351
O -0.407 -0.346 -2.276
*
```

Summary:
E, a.u.: -496.3882
Energy above the lowest of the compared OMol25 structures with the same formula, charge and spin, kcal/mol: 55.4
Orbital gap, eV: 11.20
LUMO, eV: -2.822

---

Record 2
Molecular formula: C4H15N2S
Method: DFT, the ωB97M-V functional and the def2-TZVPD basis

```
! wB97M-V def2-TZVPD RIJCOSX def2/J DEFGRID3
* xyz 0 2
C 0.685 -0.380 -1.942
N 0.633 0.366 -3.188
C -0.712 -0.859 -1.613
N -0.679 -1.609 -0.312
H 1.088 0.204 -1.102
H 1.362 -1.230 -2.076
H 0.057 1.193 -3.040
H 1.530 0.762 -3.440
H -1.083 -1.528 -2.390
H -1.422 -0.024 -1.501
H -1.558 -2.118 -0.195
H 0.075 -2.293 -0.317
H -0.574 -0.927 0.487
C -0.006 1.805 1.258
S -1.036 0.506 1.993
C 0.106 0.048 3.320
H -0.530 2.264 0.423
H 0.948 1.402 0.919
H 0.168 2.633 1.953
H -0.313 -0.804 3.848
H 1.053 -0.276 2.885
H 0.208 0.868 4.030
*
```

Summary:
Expectation value of S²: 0.7507
E, a.u.: -668.9338
Energy above the lowest of the compared OMol25 structures with the same formula, charge and spin, kcal/mol: 19.6
Orbital gap (alpha / beta), eV: 2.36 / 9.09
LUMO (alpha / beta), eV: 0.129 / 0.166

---

Record 3
Molecular formula: C4H15N3O
Method: DFT, the ωB97M-V functional and the def2-TZVPD basis

```
! wB97M-V def2-TZVPD RIJCOSX def2/J DEFGRID3
* xyz 0 1
C -1.477 -1.982 0.349
N -0.935 -0.618 0.620
C 0.313 -0.803 1.396
C 1.449 0.131 0.864
N 1.702 0.005 -0.541
C 1.279 1.019 -1.447
N -0.085 0.967 -2.011
H -1.788 -2.390 1.304
H -2.420 -1.827 -0.206
H -0.940 -2.699 -0.246
H -0.714 -0.266 -0.311
H 0.869 -1.777 1.427
H 0.063 -0.608 2.439
H 1.142 1.161 1.132
H 2.306 0.193 1.560
H 1.608 -0.970 -0.787
H 1.744 1.989 -1.189
H 1.919 0.891 -2.326
H -0.691 1.704 -1.665
H -0.053 1.132 -3.008
O -1.730 1.948 1.076
H -1.632 1.028 1.426
H -1.931 1.772 0.144
*
```

Summary:
Structure (SMILES): CNCCNCN.O
E, a.u.: -400.8465
Energy above the lowest of the compared OMol25 structures with the same formula, charge and spin, kcal/mol: 45.0
Orbital gap, eV: 9.92
LUMO, eV: 0.934

---

Record 4
Molecular formula: C4H15N3O
Method: DFT, the ωB97M-V functional and the def2-TZVPD basis

```
! wB97M-V def2-TZVPD RIJCOSX def2/J DEFGRID3
* xyz 0 1
C -0.993 2.350 -0.872
N -0.536 1.067 -1.416
C -1.625 -0.017 -1.225
O -2.667 0.171 -1.961
H -1.967 2.593 -1.295
H -0.280 3.140 -1.109
H -1.075 2.280 0.210
H -0.552 1.173 -2.430
H -1.806 0.002 -0.111
H -1.055 -0.975 -1.435
C 0.745 -0.720 1.702
N 0.453 -1.813 2.624
C 1.239 -1.329 0.403
N 1.522 -0.267 -0.600
H 1.522 -0.083 2.132
H -0.115 -0.076 1.504
H 0.282 -1.435 3.543
H -0.422 -2.248 2.361
H 0.476 -1.988 -0.003
H 2.150 -1.900 0.576
H 1.945 -0.678 -1.424
H 0.563 0.370 -0.956
H 2.195 0.385 -0.219
*
```

Summary:
E, a.u.: -400.8127
Energy above the lowest of the compared OMol25 structures with the same formula, charge and spin, kcal/mol: 66.2
Orbital gap, eV: 6.80
LUMO, eV: 0.178

---

Record 5
Molecular formula: C4H15N3P
Method: DFT, the ωB97M-V functional and the def2-TZVPD basis

```
! wB97M-V def2-TZVPD RIJCOSX def2/J DEFGRID3
* xyz 1 1
C 0.618 -2.465 -1.450
C 0.807 -1.013 -0.971
N -0.411 -0.207 -1.448
C 0.772 -0.716 0.515
C 0.765 0.799 0.776
N -0.987 1.286 0.679
N -0.977 2.706 0.382
P -1.483 0.693 2.262
H -0.395 -2.759 -1.185
H 1.287 -3.122 -0.745
H 0.800 -2.714 -2.424
H 1.728 -0.518 -1.467
H -0.120 0.541 -1.954
H -0.845 0.244 -0.624
H -1.008 -0.807 -1.998
H -0.172 -1.144 0.963
H 1.678 -1.161 1.075
H 1.374 1.315 0.038
H 1.054 1.132 1.802
H -0.858 3.386 1.104
H -2.007 2.888 0.219
H -2.590 1.429 2.144
H -1.051 1.929 3.007
*
```

Summary:
Structure (SMILES): C[C@@H]([NH3+])CCN(N)P
E, a.u.: -666.6620
Energy above the lowest of the compared OMol25 structures with the same formula, charge and spin, kcal/mol: 121.0
Orbital gap, eV: 10.44
LUMO, eV: -2.730

---

Record 6
Molecular formula: C4H15N5
Method: DFT, the ωB97M-V functional and the def2-TZVPD basis

```
! wB97M-V def2-TZVPD RIJCOSX def2/J DEFGRID3
* xyz 0 1
C 0.517 1.402 -0.629
C -1.180 -1.279 -0.268
C 1.044 -1.557 1.310
C -0.078 2.036 -1.848
N -1.532 -0.052 -0.425
N -2.291 0.504 0.590
N 1.401 0.439 -0.644
N 0.303 2.026 0.566
N 1.227 -2.954 0.941
H -2.021 0.223 1.535
H -2.278 1.513 0.506
H 1.215 -0.599 0.272
H 1.563 0.055 -1.568
H 0.749 1.606 1.369
H -0.347 2.794 0.599
H 1.938 -3.040 0.220
H 0.371 -3.340 0.555
H -0.630 -1.746 -1.071
H -1.554 -1.899 0.544
H 0.306 -1.504 2.113
H 1.970 -1.222 1.790
H -0.160 1.309 -2.652
H -1.075 2.415 -1.632
H 0.545 2.872 -2.176
*
```

Summary:
E, a.u.: -435.0474
Energy above the lowest of the compared OMol25 structures with the same formula, charge and spin, kcal/mol: 75.9
Orbital gap, eV: 7.44
LUMO, eV: 0.691

---

Record 7
Molecular formula: C4H15NO2
Method: DFT, the ωB97M-V functional and the def2-TZVPD basis

```
! wB97M-V def2-TZVPD RIJCOSX def2/J DEFGRID3
* xyz 0 1
C -2.391 -1.326 -1.319
C -1.258 -1.748 -0.330
C -0.770 -0.612 0.585
N 0.466 -0.042 0.087
C 0.829 1.150 0.832
H -3.276 -1.168 -0.696
H -2.504 -2.202 -1.958
H -2.225 -0.474 -1.981
H -0.385 -2.066 -0.915
H -1.747 -2.628 0.058
H -0.614 -0.900 1.626
H -1.630 0.120 0.622
H 0.362 0.206 -0.889
H 1.042 0.869 1.888
H 0.005 1.852 0.902
H 1.771 1.594 0.515
O 2.756 -1.114 2.142
H 2.184 -0.728 1.453
H 2.532 -0.499 2.859
O 1.666 2.899 -1.779
H 1.023 3.248 -2.403
H 2.162 3.569 -1.298
*
```

Summary:
Structure (SMILES): CCCNC.O.O
E, a.u.: -366.5978
Energy above the lowest of the compared OMol25 structures with the same formula, charge and spin, kcal/mol: 33.5
Orbital gap, eV: 9.74
LUMO, eV: 0.601

---

Record 8
Molecular formula: C4H15NO2
Method: DFT, the ωB97M-V functional and the def2-TZVPD basis

```
! wB97M-V def2-TZVPD RIJCOSX def2/J DEFGRID3
* xyz 0 1
C -1.499 -1.391 -0.304
C -1.656 -0.161 0.588
C -0.666 -0.102 1.745
C 0.797 -0.059 1.306
N 1.182 1.129 0.533
H -2.287 -1.420 -1.056
H -0.543 -1.377 -0.827
H -1.537 -2.310 0.280
H -2.669 -0.141 0.990
H -1.585 0.735 -0.033
H -0.797 -0.984 2.386
H -0.880 0.781 2.354
H 1.449 -0.113 2.183
H 1.011 -0.949 0.702
H 0.416 1.436 -0.060
H 1.361 1.903 1.161
O -0.218 1.043 -2.242
H -0.401 1.202 -3.172
H 0.657 0.608 -2.217
O 2.355 -0.014 -1.724
H 3.302 -0.204 -1.756
H 2.207 0.388 -0.837
*
```

Summary:
Structure (SMILES): CCCCN.O.O
E, a.u.: -366.6447
Energy above the lowest of the compared OMol25 structures with the same formula, charge and spin, kcal/mol: 4.1
Orbital gap, eV: 10.62
LUMO, eV: 0.907

---

Record 9
Molecular formula: C4H15NO2
Method: DFT, the ωB97M-V functional and the def2-TZVPD basis

```
! wB97M-V def2-TZVPD RIJCOSX def2/J DEFGRID3
* xyz 0 1
C 0.910 -2.275 -1.572
N -0.222 -1.561 -0.940
C -0.275 -0.757 0.277
C -0.867 -1.519 1.660
C 1.319 -0.167 0.501
H 1.639 -1.567 -2.102
H 1.636 -3.011 -1.144
H 0.454 -2.941 -2.348
H -0.927 -2.377 -0.951
H -0.830 0.147 0.258
H -0.938 -2.568 1.597
H -0.182 -1.286 2.460
H -1.849 -1.156 2.006
H 1.902 -0.748 1.209
H 1.874 0.201 -0.401
H 1.274 0.864 0.918
O 0.110 2.343 -0.879
H -0.679 2.673 -0.427
H -0.038 2.338 -1.802
O -1.753 4.202 0.474
H -1.658 5.185 0.434
H -0.902 3.978 0.768
*
```

Summary:
Structure (SMILES): CNC(C)C.O.O
E, a.u.: -366.5357
Energy above the lowest of the compared OMol25 structures with the same formula, charge and spin, kcal/mol: 72.4
Orbital gap, eV: 8.91
LUMO, eV: 0.662

---

Record 10
Molecular formula: C4H15NO2
Method: DFT, the ωB97M-V functional and the def2-TZVPD basis

```
! wB97M-V def2-TZVPD RIJCOSX def2/J DEFGRID3
* xyz 0 1
C 1.478 -1.671 -0.012
C 0.639 -0.894 1.040
C 1.247 0.499 1.250
C 1.038 1.472 0.086
N -0.416 1.657 -0.251
H 1.109 -2.714 -0.017
H 1.405 -1.198 -1.003
H 2.550 -1.744 0.132
H 0.563 -1.520 1.967
H -0.380 -0.841 0.631
H 2.279 0.404 1.529
H 0.699 0.927 2.102
H 1.488 2.448 0.286
H 1.568 1.130 -0.819
H -0.585 1.441 -1.221
H -0.815 0.979 0.382
O -3.368 2.482 0.650
H -3.389 2.162 1.552
H -2.427 2.604 0.474
O -1.977 -2.708 -2.680
H -1.577 -1.877 -3.013
H -1.129 -3.038 -3.065
*
```

Summary:
Structure (SMILES): CCCCN.O.O
E, a.u.: -366.5924
Energy above the lowest of the compared OMol25 structures with the same formula, charge and spin, kcal/mol: 36.9
Orbital gap, eV: 10.22
LUMO, eV: 0.450

---

Record 11
Molecular formula: C4H15NO2
Method: DFT, the ωB97M-V functional and the def2-TZVPD basis

```
! wB97M-V def2-TZVPD RIJCOSX def2/J DEFGRID3
* xyz 0 1
C -0.221 -1.691 -1.223
C -1.540 -1.015 -1.181
C -1.450 0.511 -1.072
C -0.464 1.002 -0.051
N -0.457 0.726 1.374
H -0.388 -2.824 -1.412
H 0.515 -1.666 -0.317
H 0.278 -1.446 -2.087
H -2.096 -1.315 -2.109
H -2.302 -1.539 -0.371
H -1.249 0.890 -2.069
H -2.475 1.007 -0.712
H -0.513 2.201 -0.226
H 0.508 0.575 -0.407
H -1.298 0.194 1.484
H -0.594 1.633 1.990
O 1.784 0.862 2.789
H 1.672 0.154 3.368
H 1.051 0.884 2.121
O 2.876 0.562 -0.195
H 2.553 -0.047 0.484
H 3.807 0.341 -0.178
*
```

Summary:
Structure (SMILES): CCCCN.O.O
E, a.u.: -366.5610
Energy above the lowest of the compared OMol25 structures with the same formula, charge and spin, kcal/mol: 56.6
Orbital gap, eV: 10.60
LUMO, eV: 0.803

---

Record 12
Molecular formula: C4H15NO2S
Method: DFT, the ωB97M-V functional and the def2-TZVPD basis

```
! wB97M-V def2-TZVPD RIJCOSX def2/J DEFGRID3
* xyz -1 2
C 0.319 -1.703 -0.901
N -0.459 -0.496 -0.585
C -0.466 0.627 -1.534
C -0.395 2.003 -0.910
S 1.335 2.306 -0.342
C -0.215 -2.872 -0.042
H 1.375 -1.429 -0.749
H 0.216 -2.016 -1.957
H -0.022 -0.164 0.272
H 0.389 0.441 -2.218
H -1.387 0.516 -2.125
H -1.211 2.404 -0.316
H -0.440 2.636 -1.818
H 1.423 1.448 0.710
H -0.523 -3.749 -0.606
H -1.153 -2.630 0.504
H 0.389 -3.084 0.852
H 1.011 -1.099 3.752
H 2.482 -0.875 3.556
O 1.679 -1.130 3.041
H -3.523 -1.202 0.568
H -2.172 -0.403 0.222
O -2.992 -0.430 0.763
*
```

Summary:
Expectation value of S²: 0.7504
E, a.u.: -764.7525
Energy above the lowest of the compared OMol25 structures with the same formula, charge and spin, kcal/mol: 16.4
Orbital gap (alpha / beta), eV: 2.36 / 9.34
LUMO (alpha / beta), eV: 3.134 / 3.161